Here is a molecular structure, C12H19CsFN4O2SSi in a non-equilibrium geometry from OMol25. Energies are from ωB97M-V/def2-TZVPD.

## Properties
Lowest unoccupied orbital energy: 0.07427 Ha
Charge: -1
Highest occupied orbital energy: -4.00 eV

Positions of all 41 atoms, in Å:
Cs1 -0.444174 -1.087219 -0.492646
C1 0.070909 -4.341370 -4.275624
O1 1.056334 -4.504194 -3.258679
C2 1.365883 -3.379407 -2.589871
O2 0.920506 -2.289240 -2.845170
N1 2.222219 -3.689340 -1.567598
N2 2.390344 -2.772622 -0.512353
H1 0.053770 -5.282366 -4.816823
H2 0.336036 -3.516265 -4.935208
H3 -0.899044 -4.147962 -3.817654
H4 2.265898 -4.677290 -1.337091
H5 3.351387 -2.758543 -0.193100
H6 1.769096 -3.048573 0.246692
C3 -0.246516 1.649971 3.564646
Si1 0.872119 1.821699 2.042285
C4 1.730386 3.504581 2.184124
C5 2.200619 0.496311 2.241061
N3 0.131605 1.557767 0.545199
C6 -0.901612 2.196018 0.007512
C7 -1.661514 3.225036 0.631488
C8 -2.765430 3.831360 0.072245
C9 -3.219536 3.484572 -1.191361
C10 -2.500338 2.514754 -1.879789
C11 -1.406771 1.928960 -1.297140
F1 -0.731215 1.018848 -2.094614
H7 0.348176 1.764395 4.470751
H8 -0.715278 0.667821 3.594865
H9 -1.048811 2.380979 3.596716
H10 2.257943 3.585284 3.134213
H11 1.024227 4.327614 2.116337
H12 2.450501 3.640259 1.381842
H13 2.787543 0.628129 3.149639
H14 2.883356 0.514247 1.393617
H15 1.755794 -0.498582 2.290968
H16 -1.351068 3.545941 1.615936
H17 -3.284885 4.594984 0.638900
H18 -4.090328 3.946093 -1.632980
H19 -2.769235 2.199800 -2.881690
S1 -3.219540 -5.043264 1.595870
C12 -1.935906 -4.263526 0.818998
N4 -1.053451 -3.725659 0.285484

Forces on the atoms, in the same order (eV/Å):
0.0 -0.2 0.3
0.0 0.1 0.0
0.3 -0.1 -0.1
-0.3 -0.1 0.5
0.1 0.1 -0.3
0.4 -0.3 0.2
-0.5 -0.2 -0.1
0.0 0.0 0.0
0.0 0.0 0.0
0.0 0.0 -0.1
-0.1 0.3 -0.1
-0.1 -0.1 -0.2
0.2 0.0 0.0
0.2 0.0 -0.1
-0.1 0.1 -0.2
-0.1 -0.2 0.1
-0.1 0.1 0.0
0.5 -0.1 0.2
-0.5 0.4 -0.2
0.0 0.1 0.2
-0.1 0.1 0.0
0.0 -0.1 -0.1
-0.1 0.0 0.0
0.2 -0.1 -0.2
0.0 0.6 -0.3
0.1 0.0 0.2
0.0 -0.2 0.0
-0.1 0.2 0.0
0.1 0.1 0.1
-0.2 0.1 0.0
0.2 0.0 -0.1
0.0 0.1 0.1
0.1 0.0 -0.1
-0.1 -0.1 0.0
0.1 0.0 0.1
0.0 0.0 0.0
0.0 0.0 0.0
0.0 0.0 0.0
1.0 0.6 -0.6
-1.5 -1.0 0.9
0.6 -0.3 -0.2

These are the Mulliken partial charges, in e, on atoms 1 to 5:
1 Cs 1.22
2 C -0.62
3 O -0.38
4 C 0.61
5 O -0.60

=====

Here is a single C4H9NO molecule from OMol25. Energies are from ωB97M-V/def2-TZVPD.

## Properties
Lowest unoccupied orbital energy: 0.03583 Ha
Structure (SMILES): CN(C)CC=O
Highest occupied orbital energy: -8.58 eV

Positions of all 15 atoms, in Å:
C1 -1.501478 -0.875163 0.208387
N1 -0.327070 -0.037597 0.119118
C2 -0.515501 1.364216 -0.205978
C3 0.889718 -0.585301 -0.440787
C4 1.973033 -0.093474 0.499256
O1 2.723559 0.823802 0.269079
H1 -2.060354 -1.041604 -0.730765
H2 -2.188581 -0.432806 0.938093
H3 -1.210899 -1.855445 0.597435
H4 -1.522897 1.684783 0.072882
H5 0.200244 1.976056 0.354393
H6 -0.365009 1.587044 -1.276878
H7 1.096880 -0.244788 -1.468681
H8 0.860815 -1.681938 -0.425555
H9 1.947541 -0.587789 1.490004

Forces on the atoms, in the same order (eV/Å):
-0.1 -0.1 0.1
0.0 0.1 0.0
0.0 0.1 0.0
0.0 0.0 -0.1
0.2 0.2 -0.1
-0.3 -0.4 0.0
0.2 0.2 0.0
0.0 -0.1 -0.2
0.0 0.1 -0.1
0.1 -0.1 0.0
-0.1 0.0 -0.1
-0.1 -0.1 0.1
-0.1 0.0 0.1
0.0 0.2 0.0
0.1 0.1 0.0

These are the Mulliken partial charges, in e, on atoms 1 to 5:
1 C -1.02
2 N 0.05
3 C -0.95
4 C -0.58
5 C 0.00

=====

Here is a single C22H30N4O5 molecule from OMol25. Energies are from ωB97M-V/def2-TZVPD.

## Properties
Lowest unoccupied orbital energy: 0.01073 Ha
Structure (SMILES): CCCCn1c(N)c(N(CCC(C)C)C(=O)COC(=O)c2ccccc2)c(=O)[nH]c1=O
Highest occupied orbital energy: -8.53 eV

Positions of all 61 atoms, in Å:
C1 2.089759 2.123759 -3.383231
C2 1.014920 1.047803 -3.513113
C3 -0.337519 1.611614 -3.955107
H1 -0.179153 2.320641 -4.769506
C4 -1.137018 2.322107 -2.857955
N1 -1.627851 1.390533 -1.848584
C5 -0.976891 1.155503 -0.662940
C6 -1.498316 0.262496 0.249842
C7 -2.681819 -0.499157 -0.029804
O1 -3.177506 -1.361125 0.667209
N2 -3.254887 -0.171310 -1.261391
C8 -2.808924 0.735235 -2.179101
O2 -3.394483 0.952609 -3.214554
H2 -4.108449 -0.660632 -1.506090
N3 -0.848651 0.097782 1.501564
C9 -0.075134 -0.965118 1.812712
O3 0.502071 -1.081865 2.873019
C10 0.087807 -2.031850 0.721482
H3 -0.467383 -2.924847 1.010887
H4 -0.255110 -1.672914 -0.252658
O4 1.450366 -2.422638 0.637569
C11 2.303976 -1.441652 0.348079
O5 1.943206 -0.308080 0.097820
C12 3.714221 -1.880248 0.330493
C13 4.687907 -0.978766 -0.094597
C14 6.016747 -1.355011 -0.118243
C15 6.380982 -2.630136 0.285193
C16 5.415641 -3.528332 0.713557
C17 4.083741 -3.159842 0.737732
H5 3.325599 -3.848191 1.075397
H6 5.704947 -4.518840 1.031473
H7 7.420215 -2.923710 0.268625
H8 6.770684 -0.656036 -0.448552
H9 4.381734 0.010519 -0.400129
C18 -1.141851 1.084365 2.535211
C19 -2.608866 1.032654 2.974581
H10 -2.673348 1.284873 4.034273
C20 -3.531855 1.974644 2.189655
C21 -4.980897 1.513372 2.325657
H11 -5.094217 0.505976 1.932418
H12 -5.648353 2.175882 1.778783
H13 -5.280202 1.510004 3.371453
C22 -3.386195 3.415294 2.675014
H14 -3.700290 3.496134 3.713425
H15 -2.354652 3.752265 2.602975
H16 -4.004535 4.082239 2.078188
H17 -3.260197 1.938125 1.129119
H18 -2.956780 0.005074 2.857994
H19 -0.485529 0.839998 3.372263
H20 -0.885254 2.077070 2.155549
N4 0.143938 1.859603 -0.357957
H21 0.681241 2.236774 -1.121021
H22 0.723890 1.410425 0.340627
H23 -0.570639 3.119378 -2.378515
H24 -2.025328 2.762707 -3.318662
H25 -0.962457 0.804182 -4.340094
H26 0.910747 0.501717 -2.573078
H27 1.346545 0.324831 -4.261026
H28 3.002645 1.697343 -2.974792
H29 1.778563 2.942428 -2.736144
H30 2.316567 2.546512 -4.359542

Forces on the atoms, in the same order (eV/Å):
-0.1 -0.3 0.0
-0.1 0.2 -0.2
0.1 -0.1 0.2
0.0 0.0 -0.1
0.0 0.1 -0.6
0.2 0.2 0.1
-0.3 -0.4 0.6
0.3 -0.1 0.1
0.3 0.4 -0.3
-0.1 -0.2 0.2
-0.4 -0.3 0.1
0.0 -0.1 0.2
-0.1 0.0 -0.3
0.2 0.1 0.0
-0.4 0.5 -0.3
0.3 -0.3 -0.3
0.1 -0.2 0.2
-0.3 0.2 0.0
0.1 0.1 0.0
0.1 -0.1 0.2
0.3 -0.2 0.1
-0.1 0.3 -0.2
0.1 -0.2 0.0
0.3 -0.1 0.0
-0.2 0.0 0.0
0.1 0.0 0.0
0.0 0.0 0.0
0.1 -0.1 0.0
-0.1 0.1 0.0
0.0 -0.1 0.0
0.0 -0.1 0.0
0.1 0.0 0.0
0.0 0.1 0.0
0.0 0.1 0.0
-0.1 -0.1 0.5
0.1 0.1 -0.3
0.0 0.0 0.1
-0.2 0.0 0.3
0.2 0.1 -0.2
-0.1 -0.1 0.0
-0.1 0.1 0.0
-0.1 0.0 0.2
0.0 -0.2 -0.2
0.0 0.0 0.2
0.1 0.1 0.0
0.0 0.1 0.0
0.0 0.0 0.0
0.0 0.0 0.1
0.0 0.2 -0.1
0.0 0.0 0.0
-0.1 0.2 -0.2
0.0 0.0 0.0
-0.1 0.0 -0.1
-0.1 0.0 0.0
0.2 0.0 0.2
-0.1 0.1 -0.1
0.0 -0.1 0.0
0.0 -0.1 0.1
0.1 0.1 0.0
0.0 0.2 0.1
0.0 0.1 -0.1

These are the Mulliken partial charges, in e, on atoms 1 to 5:
1 C -1.41
2 C 0.32
3 C -0.66
4 H 0.42
5 C -1.46

=====

Here is a molecular structure, C28H46NOP2ReS from OMol25. Energies are from ωB97M-V/def2-TZVPD.

## Properties
Spin multiplicity: 4
Lowest unoccupied orbital energy (alpha / beta): -0.36798 / -0.37937 Ha
Expectation value of S²: 3.795
Charge: +3
Highest occupied orbital energy (alpha / beta): -15.93 / -16.50 eV

Positions of all 80 atoms, in Å:
Re1 -0.171975 -0.007107 0.968961
C1 -1.140588 -3.182094 -2.764964
C2 -1.141106 -1.804478 -2.091169
C3 -0.331071 -0.784789 -2.889241
P1 -0.519300 -1.952013 -0.378949
C4 -1.524753 -3.129058 0.610833
C5 -1.251080 -4.628316 0.453857
C6 -3.002847 -2.780433 0.394428
C7 1.254010 -2.300572 -0.286497
C8 1.866888 -3.551958 -0.268292
C9 3.245342 -3.669463 -0.131231
C10 3.919472 -5.005154 -0.175618
C11 4.004686 -2.497054 0.040277
C12 3.428408 -1.247725 0.020943
C13 2.047402 -1.132251 -0.170281
N1 1.367772 0.100964 -0.239817
C14 1.728138 1.133992 -1.130317
C15 2.770033 1.044296 -2.048766
C16 2.994880 2.097056 -2.919091
C17 2.203867 3.248579 -2.923217
C18 2.480177 4.366586 -3.884586
C19 1.148611 3.313880 -2.018333
C20 0.913205 2.270579 -1.126511
P2 -0.446335 2.205897 0.035828
C21 -2.056472 2.482285 -0.795491
C22 -2.405749 3.952421 -1.036625
C23 -3.177075 1.745487 -0.049380
C24 -0.095396 3.273378 1.490258
C25 0.345503 4.681200 1.073170
C26 -1.262588 3.298375 2.480869
H1 -1.441724 -3.053984 -3.805013
H2 -0.144653 -3.629605 -2.768991
H3 -1.844450 -3.872784 -2.306644
H4 -2.170212 -1.447467 -1.983884
H5 0.717724 -1.076190 -2.971998
H6 -0.736664 -0.736304 -3.899942
H7 -0.382865 0.217595 -2.462815
H8 -1.256256 -2.860521 1.640434
H9 -1.332219 -4.972968 -0.574704
H10 -0.277939 -4.909229 0.849266
H11 -1.999504 -5.168300 1.035109
H12 -3.343850 -3.079298 -0.596766
H13 -3.609036 -3.321358 1.120507
H14 -3.207346 -1.712359 0.516541
H15 1.285229 -4.453444 -0.399619
H16 3.205233 -5.825047 -0.173626
H17 4.530926 -5.087910 -1.076639
H18 4.594225 -5.124547 0.672972
H19 5.074566 -2.584051 0.186666
H20 4.027477 -0.356338 0.155657
H21 3.392157 0.163308 -2.112269
H22 3.809895 2.018913 -3.628399
H23 3.533119 4.646767 -3.858858
H24 2.254837 4.057688 -4.906767
H25 1.884251 5.248620 -3.659965
H26 0.521588 4.196353 -2.007762
H27 -1.893724 1.988911 -1.760420
H28 -2.582739 4.485000 -0.102958
H29 -1.645848 4.483438 -1.606700
H30 -3.329588 3.992910 -1.614564
H31 -3.380254 2.196266 0.921442
H32 -4.094174 1.798195 -0.636376
H33 -2.945783 0.683489 0.094174
H34 0.769197 2.776266 1.954755
H35 -0.444769 5.212687 0.543669
H36 0.573529 5.247805 1.976577
H37 1.241737 4.667846 0.455818
H38 -2.106145 3.861415 2.083510
H39 -1.611598 2.300541 2.756908
H40 -0.938706 3.800804 3.392486
C27 -2.540319 -0.340087 4.827473
S1 -1.215905 -1.229916 4.051608
C28 0.082621 -0.999491 5.232507
O1 -0.794487 -0.276578 2.863637
H41 -2.813958 -0.901220 5.723158
H42 -3.382711 -0.317357 4.139309
H43 -2.196002 0.661268 5.082502
H44 -0.217959 -1.541635 6.131626
H45 0.195922 0.064679 5.434798
H46 0.995057 -1.435283 4.831539

Forces on the atoms, in the same order (eV/Å):
0.0 -0.1 0.1
0.0 0.0 0.0
0.1 0.0 0.0
-0.1 0.0 0.0
-0.1 0.0 0.1
0.0 0.0 0.0
0.0 0.0 0.0
0.0 0.0 0.0
0.0 0.2 0.0
0.1 -0.1 0.0
0.0 0.0 0.0
0.1 0.0 0.0
0.0 -0.1 0.0
-0.1 0.1 0.0
0.0 -0.2 0.0
0.1 0.3 -0.1
0.0 -0.1 0.1
0.0 0.1 -0.1
0.0 -0.1 0.0
0.0 0.1 -0.1
0.0 0.0 0.0
0.0 -0.1 0.1
0.0 0.1 0.0
0.0 -0.1 -0.1
0.0 -0.1 0.1
0.0 0.0 0.0
0.0 0.0 -0.1
0.0 0.0 0.0
0.0 0.0 0.0
0.0 0.0 0.0
0.0 0.0 0.0
0.0 0.0 0.0
0.0 0.0 0.0
0.0 0.0 0.0
0.0 0.0 0.0
0.0 0.0 0.0
0.0 0.0 0.0
0.0 0.0 0.0
0.0 0.0 0.0
0.0 0.0 0.0
0.0 0.0 0.0
0.0 0.0 0.0
0.0 0.0 0.0
0.0 0.0 0.0
0.0 0.0 0.0
0.0 0.0 0.0
0.0 0.0 0.0
0.0 0.0 0.0
0.0 0.0 0.0
0.0 0.0 0.0
0.0 0.0 0.0
0.0 0.0 0.0
0.0 0.0 0.0
0.0 0.0 0.0
0.0 0.0 0.0
0.0 0.0 0.0
0.0 0.0 0.0
0.0 0.0 0.0
0.0 0.0 0.0
0.0 0.0 0.0
0.0 0.0 0.0
0.0 0.0 0.0
0.0 0.0 0.0
0.0 0.0 0.0
0.0 0.0 0.0
0.0 0.0 0.0
0.0 0.0 0.0
0.0 0.0 0.0
0.0 0.0 0.0
0.0 0.0 0.0
0.0 0.1 0.0
-0.1 -0.1 -0.3
0.0 0.1 0.1
0.1 -0.1 0.1
0.0 0.0 0.0
0.0 0.0 0.0
-0.1 0.0 0.0
0.0 0.0 0.0
0.0 0.0 0.0
0.0 0.0 0.0

These are the Mulliken partial charges, in e, on atoms 1 to 5:
1 Re 0.78
2 C -1.39
3 C 0.66
4 C -1.48
5 P 0.92